# 1
{"formula": "C20H31N5O4", "method": "wB97M-V/def2-TZVPD", "smiles": "CC(C)Cn1[nH]c(CC(=O)N2CC(CN(C)C(=O)CC(=O)NC3CC3)C2)cc1=O", "total_charge": 0, "de_lowest_kcal_mol": 33.2, "gap_ev": 9.080, "e_lumo_ev": 0.45, "elements": ["C", "C", "C", "C", "N", "N", "C", "C", "C", "O", "N", "C", "C", "C", "N", "C", "C", "O", "C", "C", "O", "N", "C", "C", "C", "C", "C", "C", "O", "H", "H", "H", "H", "H", "H", "H", "H", "H", "H", "H", "H", "H", "H", "H", "H", "H", "H", "H", "H", "H", "H", "H", "H", "H", "H", "H", "H", "H", "H", "H"], "positions_angstrom": [[-1.25, 3.92, -0.90], [0.09, 3.22, -0.68], [-0.12, 1.72, -0.52], [0.81, 3.89, 0.52], [1.52, 3.01, 1.43], [0.81, 2.32, 2.42], [1.65, 1.30, 2.85], [1.26, 0.47, 4.03], [1.99, -0.86, 3.96], [3.05, -1.05, 4.52], [1.38, -1.80, 3.20], [0.39, -1.66, 2.13], [1.06, -2.85, 1.40], [1.68, -2.55, 0.04], [0.86, -2.93, -1.11], [1.43, -3.90, -2.04], [-0.29, -2.26, -1.32], [-0.69, -1.45, -0.48], [-1.05, -2.56, -2.60], [-2.23, -1.69, -3.02], [-2.70, -1.85, -4.14], [-2.71, -0.80, -2.13], [-3.83, 0.03, -2.45], [-3.95, 1.32, -1.70], [-3.59, 1.33, -3.16], [2.08, -2.92, 2.56], [2.73, 1.21, 2.05], [2.64, 2.29, 1.06], [3.33, 2.55, 0.09], [-1.91, 3.74, -0.04], [-1.14, 5.00, -1.01], [-1.75, 3.54, -1.79], [0.71, 3.38, -1.56], [-0.74, 1.49, 0.35], [-0.61, 1.32, -1.40], [0.82, 1.19, -0.40], [1.55, 4.60, 0.16], [0.09, 4.44, 1.13], [0.47, 2.93, 3.15], [1.56, 0.96, 4.96], [0.18, 0.34, 4.04], [-0.64, -1.83, 2.45], [0.45, -0.72, 1.58], [0.42, -3.73, 1.33], [1.92, -1.48, -0.02], [2.62, -3.10, -0.05], [0.66, -4.35, -2.66], [2.19, -3.45, -2.68], [1.90, -4.70, -1.47], [-0.37, -2.55, -3.45], [-1.44, -3.58, -2.54], [-2.25, -0.75, -1.23], [-4.73, -0.51, -2.70], [-4.94, 1.65, -1.41], [-3.17, 1.56, -0.99], [-2.56, 1.55, -3.42], [-4.33, 1.66, -3.88], [3.11, -2.67, 2.30], [2.07, -3.84, 3.15], [3.53, 0.48, 2.10]]}



# 2
{"formula": "C23H49Cl2N3O5Si2", "method": "wB97M-V/def2-TZVPD", "total_charge": 0, "gap_ev": 8.169, "e_lumo_ev": -0.25, "elements": ["C", "C", "C", "Si", "O", "Si", "C", "C", "C", "C", "C", "N", "C", "Cl", "C", "C", "Cl", "H", "H", "H", "H", "H", "H", "H", "H", "H", "H", "H", "H", "H", "H", "H", "H", "H", "H", "H", "C", "O", "C", "C", "N", "C", "C", "O", "C", "H", "H", "H", "H", "H", "H", "H", "H", "H", "H", "H", "H", "H", "H", "H", "C", "O", "C", "C", "N", "C", "C", "O", "C", "H", "H", "H", "H", "H", "H", "H", "H", "H", "H", "H", "H", "H", "H", "H"], "positions_angstrom": [[4.39, 1.88, 3.67], [4.29, 1.66, 2.08], [2.78, 1.75, 1.49], [2.96, 1.43, -0.41], [1.80, 2.30, -1.37], [2.51, 3.56, -2.32], [4.16, 3.02, -3.19], [4.20, 2.13, -4.45], [5.48, 1.63, -5.18], [6.78, 2.14, -4.46], [6.56, 3.05, -3.24], [5.37, 3.48, -2.61], [2.76, -0.47, -0.80], [1.04, -0.85, -1.33], [3.89, -0.82, -1.88], [3.70, -2.22, -2.64], [5.57, -0.81, -1.10], [3.57, 1.26, 4.18], [5.43, 1.49, 3.99], [4.36, 2.99, 3.90], [4.75, 0.68, 1.70], [4.87, 2.52, 1.56], [2.10, 0.96, 2.00], [2.38, 2.80, 1.69], [4.36, 1.74, -0.74], [1.57, 3.83, -3.43], [2.74, 4.80, -1.59], [3.18, 1.82, -4.90], [5.49, 0.98, -6.11], [7.83, 1.85, -4.84], [7.53, 3.43, -2.75], [2.94, -1.06, 0.18], [3.90, 0.03, -2.65], [4.30, -2.13, -3.63], [4.17, -3.09, -2.07], [2.62, -2.44, -2.96], [-6.72, -0.80, -1.84], [-6.18, 0.27, -2.60], [-5.70, 1.35, -1.80], [-4.17, 1.41, -1.82], [-3.58, 0.29, -1.08], [-2.14, 0.11, -1.30], [-1.67, -0.17, -2.74], [-2.05, -1.44, -3.25], [-3.37, -1.50, -3.76], [-7.25, -1.47, -2.52], [-5.93, -1.38, -1.35], [-7.43, -0.44, -1.08], [-6.09, 1.31, -0.78], [-6.08, 2.26, -2.26], [-3.84, 2.35, -1.37], [-3.85, 1.40, -2.87], [-4.05, -0.57, -1.35], [-1.84, -0.74, -0.68], [-1.62, 0.99, -0.92], [-0.57, -0.18, -2.72], [-1.94, 0.63, -3.44], [-3.68, -0.56, -4.23], [-4.07, -1.78, -2.97], [-3.41, -2.29, -4.52], [-0.17, -0.97, 2.18], [-1.56, -1.18, 2.04], [-1.94, -2.56, 1.99], [-2.65, -2.98, 3.27], [-1.72, -3.03, 4.41], [-2.37, -3.14, 5.71], [-3.33, -2.01, 6.13], [-2.69, -0.76, 6.39], [-2.42, 0.01, 5.23], [0.04, 0.08, 1.99], [0.17, -1.20, 3.19], [0.40, -1.57, 1.46], [-1.09, -3.21, 1.76], [-2.65, -2.65, 1.16], [-3.09, -3.97, 3.13], [-3.46, -2.27, 3.45], [-1.15, -2.19, 4.41], [-1.57, -3.19, 6.46], [-2.91, -4.09, 5.76], [-3.78, -2.31, 7.09], [-4.17, -1.88, 5.44], [-3.18, -0.11, 4.46], [-1.43, -0.24, 4.84], [-2.39, 1.06, 5.53]]}



# 3
{"formula": "CN2O2S2", "method": "wB97M-V/def2-TZVPD", "total_charge": 0, "de_lowest_kcal_mol": 87.3, "gap_ev": [5.347, 5.318], "e_lumo_ev": [-4.71, -4.71], "elements": ["C", "N", "N", "O", "O", "S", "S"], "positions_angstrom": [[1.52, -1.90, 1.44], [2.13, -2.82, 1.88], [-0.61, 1.98, -0.74], [-0.48, 2.23, 0.40], [-1.34, 2.40, -1.58], [0.38, -0.83, 1.19], [0.22, 0.71, -1.61]]}